Entry 1:
This record from the Open Molecules 2025 dataset describes a molecular structure, C29H41Cl5DyP2. The level of theory is wB97M-V/def2-TZVPD.

Summary:
HOMO (spin up / spin down) = -9.6 / -9.6 eV
Total charge = +1
2S+1 = 6
Orbital gap (spin up / spin down) = 6.59 / 6.61 eV

Each line ends with the Mulliken charge.
Geometry (Å):
Dy: -0.7320 -1.0041 0.6092  -0.635
C: 0.6899 0.0999 3.2855  0.393
C: 0.1399 1.3761 2.9971  1.274
C: -1.6104 -0.1096 3.1749  0.685
C: -0.3849 -0.8281 3.4034  0.285
C: -1.2665 1.2498 2.9130  0.168
C: 2.0979 -0.1918 3.6415  -1.624
H: 2.8017 0.4827 3.1442  0.437
H: 2.3774 -1.2192 3.3734  0.405
H: 2.2513 -0.0842 4.7270  0.352
C: -0.2457 -2.1937 3.9762  -1.412
H: 0.7590 -2.3454 4.3849  0.453
H: -0.4102 -2.9789 3.2317  0.136
H: -0.9635 -2.3666 4.7870  0.275
C: -2.9826 -0.5402 3.5295  -0.962
H: -3.2084 -0.3514 4.5914  0.301
H: -3.1014 -1.6153 3.3637  -0.127
H: -3.7388 -0.0217 2.9299  0.355
C: -2.2320 2.3713 2.8273  -1.515
H: -2.4360 2.7864 3.8283  0.348
H: -3.1906 2.0386 2.4126  0.318
H: -1.8596 3.1894 2.2047  0.386
C: 0.8849 2.6586 3.0092  -1.865
H: 0.8548 3.1085 4.0155  0.351
H: 0.4462 3.3864 2.3170  0.316
H: 1.9376 2.5259 2.7490  0.418
C: 1.9840 -0.1788 -3.3255  -0.568
C: 2.9829 0.4045 -2.6285  -0.614
C: 3.5804 1.7482 -2.9415  -0.914
C: 2.5807 2.8033 -3.4363  -1.073
C: 1.2211 2.6649 -2.8209  -0.625
C: 0.1531 2.0810 -3.3987  -0.164
C: 0.2018 1.1284 -4.5512  -0.999
C: 1.5074 0.3178 -4.6524  -1.443
H: 4.3860 1.6488 -3.6975  0.352
H: 2.5490 2.8199 -4.5390  0.384
H: 4.0896 2.1345 -2.0448  0.373
H: 2.2770 0.8864 -5.1984  0.329
H: 1.6335 -1.1794 -3.0754  0.871
H: 3.6505 -0.1758 -1.9894  0.984
H: 1.2938 -0.5556 -5.2955  0.490
H: -0.6428 0.4282 -4.4908  0.297
H: -0.8295 2.5491 -3.2663  1.192
H: 0.0557 1.6796 -5.5029  0.460
H: 2.9875 3.7885 -3.1524  0.430
H: 1.0809 3.3228 -1.9538  0.354
P: 1.7518 -0.5700 0.0846  1.291
C: 2.4453 -2.0478 -0.7051  -1.354
C: 2.9075 0.7649 0.4000  0.075
P: -1.3358 1.1901 -0.6435  1.091
C: 0.3715 0.3111 -1.0879  -0.021
C: -0.9939 2.9456 -0.4794  -1.212
C: -2.4403 0.8810 -2.0614  -1.105
H: 1.6744 -2.8194 -0.8847  0.371
H: 3.1773 -2.4513 0.0140  0.448
H: 2.9500 -1.8405 -1.6496  0.438
H: 3.1287 1.3116 -0.5234  -0.512
H: 3.8222 0.3107 0.8095  0.559
H: 2.4801 1.4629 1.1372  -0.413
H: -1.8895 0.9008 -3.0131  0.084
H: -3.2044 1.6769 -2.0501  0.503
H: -2.9416 -0.0960 -1.9579  0.359
H: 0.1829 -0.3444 -1.9442  0.355
H: 1.0129 1.1135 -1.4330  -0.508
H: -1.8035 3.3773 0.1319  0.510
H: -0.9752 3.4407 -1.4626  0.460
H: -0.0338 3.1049 0.0429  0.078
Cl: -3.0044 -3.8739 3.5456  -0.183
C: -2.9384 -4.0920 1.8243  0.651
C: -2.2066 -3.2499 0.9817  -0.769
C: -2.1999 -3.5447 -0.3700  1.305
Cl: -1.2099 -2.5343 -1.4790  -0.276
C: -2.9323 -4.6034 -0.9351  -0.433
Cl: -2.9272 -4.8572 -2.6280  -0.191
C: -3.6830 -5.4460 -0.0766  0.428
Cl: -4.5766 -6.7451 -0.7176  -0.167
C: -3.6749 -5.1945 1.3120  -0.328
Cl: -4.5546 -6.2214 2.3527  -0.167

Atoms 1-2, force components in eV/Å:
Dy -1.8865 -0.6469 6.4467
C -1.0380 -0.2054 -0.4243

***

Entry 2:
This record from the Open Molecules 2025 dataset describes a molecular structure, C38H30N9O5S3Sn. The level of theory is wB97M-V/def2-TZVPD.

Summary:
HOMO = -10.3 eV
Total charge = +1
2S+1 = 1
Orbital gap = 6.42 eV

Each line ends with the Mulliken charge.
Geometry (Å):
Sn: 0.1940 0.0342 -0.3144  0.764
C: -0.5815 -1.3992 2.7619  -1.595
C: -1.4272 -1.1725 1.5423  0.566
N: -1.5184 0.1339 1.1397  0.107
N: -2.6521 0.4907 0.5054  -0.558
C: -2.6229 1.4089 -0.4074  0.865
S: -1.2587 1.8136 -1.3535  -0.608
S: -4.0882 2.2965 -0.7630  -0.142
C: -5.3879 1.2694 -0.0411  -1.025
C: -5.7006 -0.0435 -0.7204  0.561
C: -6.2721 -1.0582 0.0426  -0.426
C: -6.7112 -2.2305 -0.5546  -0.570
C: -6.5679 -2.4086 -1.9238  -0.493
C: -5.9693 -1.4158 -2.6848  -0.638
C: -5.5366 -0.2383 -2.0870  -0.122
C: -2.0517 -2.2196 0.8329  0.854
C: -2.4520 -3.4271 1.4630  -1.037
C: -2.9220 -4.4818 0.7392  -0.926
C: -2.9523 -4.3894 -0.6709  -0.664
C: -2.5051 -3.2758 -1.3194  -0.352
C: -2.0357 -2.1413 -0.6011  1.020
O: -1.4961 -1.1561 -1.2459  -0.960
H: -0.3599 -0.4567 3.2546  0.294
H: -1.1052 -2.0519 3.4612  0.641
H: 0.3605 -1.8949 2.5172  0.265
H: -5.1829 1.1308 1.0188  0.359
H: -6.2561 1.9291 -0.1193  0.493
H: -6.3957 -0.9183 1.1117  0.358
H: -7.1712 -3.0021 0.0503  0.409
H: -6.9147 -3.3207 -2.3940  0.413
H: -5.8482 -1.5494 -3.7534  0.418
H: -5.0860 0.5403 -2.6922  0.408
H: -2.4212 -3.4905 2.5442  0.316
H: -3.2727 -5.3777 1.2329  0.463
H: -3.3299 -5.2267 -1.2464  0.505
H: -2.5087 -3.2028 -2.3997  0.473
O: 5.6830 -1.6743 -5.6890  -0.591
N: 5.3687 -0.8118 -4.9046  0.993
O: 5.9736 0.2277 -4.7258  -0.588
C: 4.1753 -1.0568 -4.0635  0.008
C: 3.8915 -2.3442 -3.7964  -0.897
C: 2.8222 -2.6791 -2.9073  1.027
C: 2.5060 -4.0026 -2.5540  -0.787
C: 1.4930 -4.2326 -1.6617  -1.428
C: 0.8137 -3.1368 -1.1132  -0.180
N: 1.0979 -1.8922 -1.4432  0.339
C: 2.0742 -1.6544 -2.3317  -0.613
C: 2.3526 -0.2872 -2.6708  0.157
N: 1.5472 0.6359 -2.1253  0.592
C: 1.7498 1.9125 -2.3903  -0.134
C: 2.7483 2.3358 -3.2673  -1.330
C: 3.5740 1.4070 -3.8455  -0.601
C: 3.4012 0.0406 -3.5361  0.783
H: 4.4972 -3.1252 -4.2355  0.575
H: 3.0697 -4.8214 -2.9839  0.482
H: 1.2196 -5.2341 -1.3614  0.496
H: 0.0212 -3.2857 -0.3870  0.605
H: 1.1040 2.6263 -1.8987  0.551
H: 2.8595 3.3894 -3.4770  0.479
H: 4.3534 1.7163 -4.5217  0.595
N: 7.9993 2.5096 0.6331  -0.443
C: 6.7431 2.0146 0.8083  1.065
C: 5.9709 1.6204 -0.2995  -0.851
C: 4.7009 1.1260 -0.1152  0.107
C: 4.1781 1.0123 1.1700  -0.905
C: 4.9226 1.4019 2.2760  -0.426
C: 6.1956 1.8928 2.0961  -0.911
S: 2.5698 0.4083 1.3939  2.194
O: 2.3499 -0.6946 0.4235  -0.938
O: 2.3349 0.0906 2.7681  -0.799
N: 1.4865 1.4533 0.7638  0.491
C: 1.1234 2.5563 1.5655  0.065
N: -0.0579 3.1047 1.3212  -0.119
C: -0.3758 4.1644 2.0596  -0.185
C: 0.4675 4.6753 3.0288  -0.775
C: 1.6767 4.0217 3.1870  -0.226
N: 2.0168 2.9626 2.4592  -0.411
H: 8.4160 2.5498 -0.2777  0.193
H: 8.5745 2.7424 1.4204  0.189
H: 6.3857 1.6977 -1.2982  0.388
H: 4.1137 0.8101 -0.9704  0.166
H: 4.4928 1.3154 3.2664  0.526
H: 6.7846 2.1903 2.9556  0.315
H: -1.3441 4.6132 1.8609  0.475
H: 0.1992 5.5345 3.6257  0.398
H: 2.4044 4.3532 3.9193  0.456

Atoms 1-2, force components in eV/Å:
Sn -0.5593 0.9021 -1.6383
C 0.0924 0.0039 -0.1241

***

Entry 3:
This record from the Open Molecules 2025 dataset describes 5 unconnected molecules or ions with the total composition C4H20N3O4. The level of theory is wB97M-V/def2-TZVPD.

Summary:
HOMO = -12.1 eV
Total charge = +1
2S+1 = 1
Orbital gap = 9.28 eV

Each line ends with the Mulliken charge.
Geometry (Å):
C: -1.3982 -1.0743 2.1384  -1.016
C: 0.1739 -1.2616 2.2573  -0.624
C: 0.9499 -0.3096 1.3962  -0.429
C: 1.8501 -0.6374 0.4219  0.209
N: 2.2507 0.2564 -0.5261  -0.486
N: 0.6722 1.1677 1.6928  0.012
N: -1.9667 -0.7536 0.8410  -0.248
H: -1.7055 -0.3249 2.8881  0.443
H: -1.8124 -1.9680 2.6119  0.363
H: 0.4696 -2.2840 1.9664  0.344
H: 0.4178 -1.2942 3.3324  0.334
H: 2.3136 -1.6388 0.4289  0.365
H: 1.6998 1.0252 -0.9070  0.135
H: 2.7675 -0.0413 -1.3397  0.321
H: -0.3081 1.0398 1.9698  0.470
H: 0.7843 1.5989 0.7744  0.077
H: 1.4429 1.4284 2.3051  0.370
H: -1.4883 -1.1488 0.0609  0.232
H: -2.9224 -1.1020 0.7929  0.279
H: -0.1606 -0.8518 -2.6735  0.312
H: 0.1685 -0.2659 -4.0482  0.294
O: 0.3149 -0.1351 -3.1088  -0.592
H: -1.5292 0.8213 -1.5837  0.354
H: -1.8824 2.0692 -2.2962  0.311
O: -2.2329 1.4751 -1.6214  -0.684
H: -0.4254 3.7456 -1.0543  0.297
H: -1.1703 2.6150 -0.5288  0.410
O: -0.2334 2.9327 -0.5710  -0.669
H: 0.4938 -3.1914 -1.2620  0.255
H: -0.1831 -2.0321 -0.6190  0.138
O: 0.5118 -2.2257 -1.2526  -0.578

Atoms 1-2, force components in eV/Å:
C 0.8473 -0.5016 1.4523
C -0.4361 -0.5062 -0.2417

***

Number 1: E -4997.94103 Eh. Number 2: E -3743.67638 Eh. Number 3: E -629.34853 Eh.